C61H50N2P3PtSSi as an isolated structure, computed with ωB97M-V/def2-TZVPD.

The geometry in XYZ format:
```
119
Properties=species:S:1:pos:R:3
Pt 0.33596 -0.48595 -0.82329
S 0.19743 2.09116 1.25235
P 1.33386 -0.14187 -2.86169
P -2.02106 -0.79564 -0.76682
P 1.16438 -1.62407 1.19749
Si 0.32241 -2.68188 -1.62275
N 1.60681 3.94408 2.23726
N -0.57389 4.69454 1.73824
C -3.04856 -0.09506 -2.10294
C 2.46432 -0.62309 1.99209
C 2.29329 -4.74690 -1.18991
C 2.08352 2.15983 -0.55138
C 4.40569 1.10642 3.01851
C 1.08568 4.31543 -0.15610
C -2.87534 -0.66974 -3.36497
C -3.59295 -0.20830 -4.45367
C 1.66822 -3.59665 -0.70537
C 0.99165 -1.29759 -5.42907
C -1.41085 -4.07783 3.17181
C 0.55373 4.22445 5.77479
C 0.46801 4.00616 4.40817
C -3.95701 0.94678 -1.95453
C 2.87642 4.78111 5.56845
C 2.97050 -3.79620 1.32677
C -3.15741 -1.19389 1.78438
C 3.24690 -5.40853 -0.43390
C -0.27536 2.65756 -1.17828
C -1.65270 -4.79724 -1.41297
C 1.96941 2.37957 -3.83919
C -2.78894 -0.27998 0.80118
C 1.59709 4.19820 3.61837
C -1.36561 -3.43484 -1.27852
C -2.40685 -2.56826 -0.95879
C 3.76082 -0.62354 1.47620
C 0.25755 -3.74981 -4.33750
C -0.54289 2.89154 -4.89733
C 0.22634 -2.40794 2.56690
C -3.37153 1.52197 2.30502
C 3.57995 -4.93518 0.83068
C -0.31062 -2.81148 4.88204
C -3.98292 -4.38375 -0.98525
C 1.70983 3.59979 -4.44801
C -3.72591 0.60100 3.28132
C -3.71747 -3.03580 -0.84376
C -0.03026 3.96427 -1.09464
C 0.62737 1.71542 -0.42435
C 0.53566 -2.68272 -3.48479
C 2.80443 4.57722 4.20280
C -0.28202 1.67738 -4.28761
C 2.15350 0.27183 3.01578
C 2.03707 -3.11108 0.55337
C 0.34613 -3.59880 -5.71339
C -4.66760 1.41634 -3.05193
C 4.72170 0.23778 1.98220
C 0.97410 1.41202 -3.74119
C 0.71003 -2.37126 -6.25622
C 0.42077 -2.13468 3.91465
C -2.89848 1.08294 1.08076
C -0.68888 -3.39579 2.20907
C 1.74867 4.61262 6.36054
C 0.90128 -1.44961 -4.04609
C -1.23273 -3.77854 4.51605
C 3.11985 1.12041 3.53667
C 0.45331 3.85871 -4.97197
C -4.48678 0.84401 -4.30064
C 2.29825 3.46695 -0.45763
C -2.94298 -5.27024 -1.25768
C -3.61314 -0.75497 3.01917
C 0.56177 3.96158 1.29806
H 4.31633 -5.45420 1.42693
H 2.87005 1.42745 -0.68470
H -3.14836 -6.32669 -1.35967
H -2.17367 -1.48715 -3.49792
H 4.01962 -1.28858 0.66412
H -0.85804 -5.49953 -1.63170
H 2.49118 4.34309 -4.52000
H -3.45232 2.58277 2.49837
H 2.86369 1.79848 4.34089
H 1.15005 0.31244 3.41375
H 2.48695 3.61756 1.85667
H -5.37667 2.22170 -2.92319
H 5.72097 0.22185 1.57118
H -0.14294 -2.58651 5.92551
H -4.08790 0.93990 4.24086
H -1.52254 3.08408 -5.31334
H 2.03942 -5.12335 -2.17224
H -4.52684 -2.34618 -0.63651
H -4.14235 1.38326 -0.98307
H -1.79533 -4.30793 5.27245
H 3.73075 -6.29298 -0.82506
H 3.27459 3.91908 -0.56382
H -2.10911 -4.84543 2.86872
H -3.07195 -2.25493 1.60387
H -2.60685 1.81364 0.33736
H 0.77098 -2.25202 -7.32886
H -1.06244 0.93019 -4.22577
H 1.80356 4.77970 7.42529
H 1.15571 -1.40799 4.23891
H -0.83503 -3.65476 1.16871
H -3.87799 -1.48057 3.77514
H -0.32463 4.07823 6.38571
H 1.31819 5.38173 -0.13209
H -0.05386 -4.70451 -3.93494
H -1.12889 2.25310 -1.71014
H 0.12102 -4.43201 -6.36471
H -4.99508 -4.74890 -0.88214
H 3.23098 -3.43679 2.31547
H 1.27073 -0.34412 -5.85819
H -0.62725 4.71973 -1.58308
H 0.25252 4.80709 -5.45018
H 3.81515 5.07942 6.01233
H -0.45905 3.68739 3.95878
H -3.45231 -0.66820 -5.42200
H 3.67899 4.71553 3.58082
H 2.95146 2.18111 -3.42870
H -1.26019 4.74930 0.99428
H 5.16191 1.76315 3.42648
H -5.04824 1.20592 -5.14974
H -0.31791 5.62610 2.04210
```

Calculated values
Net charge   +1
HOMO level (spin up / spin down)   -8.79 / -9.62 eV
Kohn-Sham gap (spin up / spin down)   7.129 / 4.799 eV
Spin multiplicity   3
⟨S²⟩   2.02

C61H51AsIrO7P3SSi as an isolated structure, computed with ωB97M-V/def2-TZVPD.

The geometry in XYZ format:
```
126
Properties=species:S:1:pos:R:3
Ir 0.07974 0.22733 0.26348
As -3.61770 1.90813 0.78082
S -0.73443 3.63369 1.54814
P 2.11111 0.53463 1.46581
P -2.79957 -1.87727 1.67344
P 0.50564 0.81280 -2.02718
Si 1.13051 -1.81343 -0.32177
O 0.50248 4.20634 1.06205
O -1.36360 -1.47665 1.51691
O -0.91803 2.22181 1.13968
O -1.04758 3.88165 2.93039
O -3.17413 1.66807 2.44171
O -2.61892 0.76543 -0.13475
O -5.19168 1.57549 0.55660
C 3.07821 -2.32025 -2.42830
C -3.02162 -3.67064 1.78841
C -2.87723 0.06600 -5.07200
C -2.58655 -0.92501 4.23381
C 0.36310 1.60225 4.95911
C -2.27511 -0.97817 -4.38177
C 0.68654 4.86321 -2.13972
C -5.41613 -0.63045 -1.94311
C -3.16598 -6.44863 1.94370
C -4.84627 -0.99425 3.40154
C -2.45993 1.36813 -4.84631
C 2.10296 -1.45888 -1.91518
C 3.41686 2.88291 0.73676
C -1.89750 5.71768 0.18009
C 3.43079 1.48782 0.66875
C 1.35350 2.30078 5.63162
C 2.84718 1.98199 3.77586
C 1.96596 5.14150 -2.59812
C 2.84335 4.10000 -2.85661
C 2.44130 2.78277 -2.69209
C -4.17558 4.29279 -0.52364
C -2.88891 6.31897 -0.58491
C -1.25862 -0.71940 -3.47649
C 5.44275 2.96586 -0.56350
C 4.02122 -3.57226 2.18855
C 3.26573 -1.00911 -4.43673
C 3.66611 -2.09342 -3.66064
C -3.48626 -1.22964 3.21630
C -4.02405 5.60706 -0.94331
C -2.96665 -4.44716 0.63082
C 2.87411 -1.08910 1.78210
C 1.13915 2.49436 -2.28552
C 4.42588 -2.49219 2.96414
C 0.22915 -3.44635 -0.63068
C -5.05909 -1.92139 0.09322
C 3.04799 -3.40613 1.21407
C -3.25989 -0.39974 -0.70372
C -3.17687 3.68934 0.23290
C 1.76180 -0.33909 -2.67839
C 0.28052 3.55068 -1.97079
C -1.44895 1.63401 -3.93016
C -3.21837 -5.68568 3.10034
C -5.86305 -1.58767 -1.00877
C 3.85137 -1.24708 2.76107
C 2.59518 2.49164 5.03995
C 2.45603 -2.16165 0.98804
C 5.43096 1.58260 -0.67382
C -4.20810 -0.03805 -1.79452
C -3.14586 -4.30155 3.02361
C -0.83589 0.59225 -3.23757
C -4.39781 -0.15071 5.61061
C -3.03864 -5.82799 0.70724
C 2.30634 -0.13950 -3.95063
C 4.43279 3.61124 0.13784
C -2.03489 4.40164 0.58655
C 4.43370 0.84197 -0.05412
C -5.29925 -0.45221 4.59685
C 1.85697 1.27054 3.09902
C 0.61144 1.08776 3.69641
C -3.04256 -0.39097 5.42983
C -3.83227 -1.35404 0.30497
H 4.46249 -4.54825 2.35349
H -2.59042 -1.99965 -4.55645
H 3.85805 4.30864 -3.17315
H -0.22197 -3.79803 0.29971
H 2.61213 3.39680 1.25011
H 4.45430 -0.23984 -0.12154
H -6.83296 -2.05318 -1.11722
H -3.85919 0.71629 -2.48893
H -1.52587 -1.08129 4.07254
H -0.18274 0.57706 3.16062
H -2.86625 -3.97011 -0.33652
H 3.70038 -0.84921 -5.41570
H -6.05642 -0.34512 -2.76851
H -1.00161 6.25883 0.45820
H -5.06935 3.72952 -0.76280
H 4.42262 -2.77328 -4.03488
H -2.91756 2.18702 -5.38810
H -0.57548 -3.30272 -1.35846
H -3.97329 1.36049 2.89520
H -0.70621 3.34522 -1.57044
H 3.36418 3.05168 5.55727
H -2.76934 7.34779 -0.90077
H 4.42022 4.69203 0.20813
H -3.19316 -3.71346 3.93152
H 0.00583 5.66827 -1.89641
H 6.20913 1.07039 -1.22719
H -0.77398 -1.54303 -2.96369
H 1.15170 2.71879 6.60985
H 5.18055 -2.62215 3.72991
H -5.55292 -1.19314 2.60479
H 1.97687 0.69924 -4.55359
H 2.73643 -4.26687 0.62946
H 3.15396 1.98995 -2.86895
H 3.37881 -3.19240 -1.85390
H 4.15053 -0.40574 3.37331
H 2.28435 6.16892 -2.72623
H 6.23281 3.54031 -1.03224
H -0.62260 1.49166 5.39351
H -4.75233 0.28203 6.53740
H -2.33797 -0.14903 6.21548
H -4.79819 6.07311 -1.53915
H 3.80757 2.15204 3.30494
H -3.31853 -6.16546 4.06550
H 0.88534 -4.23243 -1.02054
H -3.66581 -0.13758 -5.78571
H -2.39939 -0.90125 -1.17418
H -2.99404 -6.42128 -0.19716
H -3.22478 -7.52804 2.00301
H -6.35532 -0.25438 4.73055
H -5.43419 -2.66859 0.78551
H -1.12443 2.65352 -3.77919
```

Calculated values
Net charge   0
HOMO level (spin up / spin down)   -4.86 / -8.78 eV
Kohn-Sham gap (spin up / spin down)   5.381 / 7.671 eV
Spin multiplicity   5
⟨S²⟩   6.05

Relative energy (zero: lowest compared OMol25 entry of this formula, charge and spin) (kJ/mol)
62.6; 0.0